Entry 1:
39
Properties=species:S:1:pos:R:3:forces:R:3 method="wB97M-V/def2-TZVPD" energy_ev=-78118.9904 total_charge=+2 gap_ha=0.241
Re -0.566630 1.662061 -1.546248 -0.639 0.398 -0.204
O 2.850333 0.165097 -0.092839 0.073 -0.021 -0.077
C 1.764810 0.629136 -0.265466 -0.180 0.088 -0.396
O 1.257972 0.939371 -1.481423 0.090 -0.131 0.446
C 0.786680 0.852551 0.848594 -0.223 -0.140 -0.129
C 1.151045 0.753035 2.178748 0.119 0.011 0.039
C 0.159362 0.848377 3.123255 -0.061 0.058 0.091
C -1.188870 0.959165 2.734771 0.023 -0.057 0.142
C -2.239528 0.936806 3.687004 0.100 0.037 0.019
C -3.537612 0.974514 3.277240 -0.071 0.015 -0.068
C -3.837406 1.070723 1.899350 -0.041 0.013 0.096
C -2.847826 1.130023 0.956840 -0.003 0.014 -0.045
C -1.505384 1.057521 1.358704 0.250 0.064 -0.205
N -0.470420 1.052570 0.434136 -0.128 -0.006 0.027
H 2.193785 0.613181 2.427004 -0.016 0.010 0.006
H 0.403264 0.825199 4.179285 -0.020 -0.061 -0.025
H -1.986884 0.878570 4.738622 -0.008 -0.031 -0.032
H -4.340557 0.929881 4.000787 0.010 0.027 -0.029
H -4.872662 1.098902 1.583389 0.020 0.010 0.013
H -3.091472 1.214901 -0.091344 -0.012 -0.011 -0.015
S -2.965226 4.205152 -4.768561 -0.097 0.010 -0.089
Sb -3.172747 4.034075 -2.628129 0.141 -0.060 0.056
S -1.965601 0.692183 -2.749339 0.407 -0.038 0.350
S -0.689728 3.798697 -1.788939 0.242 -0.101 0.109
S -4.270968 4.115940 -0.763651 -0.111 0.033 -0.036
F 5.155347 -3.085790 -0.278587 -0.049 -0.009 -0.026
C 3.987290 -2.880537 -0.810489 0.081 -0.043 0.008
C 2.856410 -3.255274 -0.057776 0.081 0.013 0.043
C 1.637576 -2.994035 -0.585550 -0.081 0.029 -0.083
C 1.521551 -2.368515 -1.882127 0.184 0.029 0.083
C 0.316007 -2.023153 -2.378090 -0.142 -0.151 -0.141
C 2.721385 -2.063512 -2.624585 -0.120 0.020 -0.046
C 3.942913 -2.313172 -2.094103 0.096 -0.024 0.048
H 2.994400 -3.723443 0.907236 0.026 0.013 -0.019
H 0.734890 -3.256787 -0.047054 0.001 0.014 -0.017
H -0.601012 -2.205513 -1.828418 0.036 -0.056 0.004
H 0.219960 -1.566300 -3.356118 0.036 0.035 0.026
H 2.629465 -1.617084 -3.607509 -0.019 0.004 0.039
H 4.866090 -2.084523 -2.608621 0.001 -0.005 0.037

=====

Entry 2:
46
Properties=species:S:1:pos:R:3:forces:R:3 method="wB97M-V/def2-TZVPD" energy_ev=-146296.0056 total_charge=+1 gap_ha=0.273
Re 2.140999 -0.497897 0.582441 0.025 1.066 0.142
S 6.015586 -0.190322 3.792143 0.072 -0.062 0.058
As 4.595021 -1.095234 2.449699 0.121 -0.043 0.001
S 4.499243 -0.769592 0.335084 0.104 0.038 -0.146
S 2.441654 -0.973449 2.776764 -0.233 -0.152 0.485
S 5.975792 -2.353787 3.542861 0.022 0.075 0.023
F 0.776534 6.447936 -0.854513 0.011 -0.007 0.015
C 1.176680 5.220467 -0.546624 0.012 -0.085 -0.001
C 2.049762 5.012401 0.512892 0.012 -0.036 -0.014
F 2.487561 6.047878 1.217258 -0.001 -0.012 0.008
C 2.461673 3.730196 0.833880 -0.116 -0.159 -0.091
F 3.297911 3.526792 1.852366 -0.041 0.085 -0.027
C 2.005475 2.623925 0.112054 -0.333 0.606 -0.162
O 2.413606 1.411214 0.430862 0.344 -0.755 -0.050
C 1.138586 2.859563 -0.952862 0.155 -0.012 0.103
F 0.721869 1.815511 -1.693113 -0.072 -0.015 0.033
C 0.725170 4.137065 -1.282553 -0.010 0.010 -0.001
F -0.110746 4.317926 -2.304531 0.022 0.007 0.034
N 1.687292 -1.987391 -0.079048 -0.180 -0.362 -0.258
C 1.153184 -3.094377 -0.699544 -0.039 -0.117 -0.106
C 1.062292 -4.289527 0.018116 -0.046 0.045 -0.142
C 0.514617 -5.398853 -0.601033 0.019 0.012 0.028
C 0.068887 -5.316158 -1.914189 -0.012 -0.032 0.004
C 0.167258 -4.124833 -2.620910 0.003 0.024 -0.027
C 0.711502 -3.003335 -2.021363 -0.004 -0.133 0.075
H 1.417180 -4.331379 1.038084 0.017 0.021 0.033
H 0.438271 -6.332123 -0.060874 -0.002 -0.012 0.007
H -0.354552 -6.188917 -2.391465 -0.006 -0.014 -0.010
H -0.175187 -4.073052 -3.644882 -0.005 0.000 -0.018
H 0.807587 -2.071959 -2.561879 0.015 0.048 0.018
N 0.091872 0.096419 0.758805 0.044 -0.061 -0.179
C -1.035100 0.165397 0.493835 0.320 -0.038 0.269
N -2.301548 0.264524 0.275099 -0.180 0.125 -0.121
C -3.270124 -0.566374 1.011166 -0.094 -0.048 0.062
C -4.494532 0.283613 1.313531 0.036 -0.039 0.043
O -5.008233 0.851250 0.128581 -0.015 0.000 -0.030
C -4.082372 1.743903 -0.454705 0.052 0.040 -0.022
C -2.827619 1.003513 -0.890986 -0.079 -0.012 0.005
H -2.801235 -0.924836 1.926165 -0.014 -0.003 -0.002
H -3.544767 -1.419179 0.385676 -0.008 0.006 0.011
H -4.234607 1.072288 2.030936 0.002 -0.007 -0.006
H -5.281437 -0.334629 1.741479 0.019 -0.010 -0.001
H -3.821576 2.537045 0.257813 0.006 -0.012 -0.013
H -4.569649 2.195106 -1.317138 0.025 -0.017 -0.003
H -2.062276 1.689142 -1.247645 0.025 0.025 -0.026
H -3.067512 0.284107 -1.677742 0.005 0.021 0.000

=====

Entry 3:
42
Properties=species:S:1:pos:R:3:forces:R:3 method="wB97M-V/def2-TZVPD" energy_ev=-141983.2607 total_charge=+1 gap_ha="0.234 / 0.238" spin_multiplicity=2
Ni 0.079562 -0.139260 -0.126912 -0.224 0.086 0.666
C 4.998988 -0.062997 1.965749 -0.008 0.005 -0.025
C 4.240390 -0.898659 2.788450 0.016 0.002 0.023
C 3.031512 -1.384875 2.358254 -0.038 0.012 -0.009
C 2.543943 -1.022908 1.076568 0.086 0.044 -0.004
C 3.315787 -0.150913 0.268162 -0.038 -0.063 -0.028
C 4.532170 0.305567 0.703777 0.044 -0.019 0.028
N 1.321993 -1.403254 0.610113 -0.117 0.129 0.075
C 0.682309 -2.566898 1.015193 -0.007 -0.040 -0.090
C 1.307894 -3.713640 1.514280 -0.018 -0.021 0.016
C 0.538526 -4.814737 1.845368 0.047 0.007 0.005
C -0.847408 -4.817590 1.681195 -0.039 -0.019 0.004
C -1.485144 -3.716655 1.142454 0.026 0.043 -0.019
C -0.712529 -2.615720 0.800598 0.030 -0.206 0.106
N -1.197117 -1.459044 0.193097 0.156 0.200 -0.411
N -2.398745 -1.243702 -0.032187 -0.065 -0.292 0.163
C -2.584491 0.009596 -0.637947 -0.002 0.246 -0.169
C -3.843840 0.444048 -0.971849 0.020 -0.060 0.013
C -3.958880 1.699410 -1.566778 -0.012 0.033 -0.021
C -2.824143 2.448175 -1.799648 -0.035 -0.006 -0.007
C -1.583137 1.939441 -1.426029 0.042 0.013 -0.011
N -1.470680 0.747208 -0.857431 0.072 -0.009 0.105
H 5.945676 0.321200 2.320296 0.000 -0.001 0.004
H 4.591652 -1.137861 3.782558 0.000 -0.002 -0.001
H 2.410699 -1.966646 3.024308 0.004 0.006 0.007
H 2.939830 0.128379 -0.706816 0.004 0.004 0.007
H 5.118478 0.964714 0.079693 -0.006 -0.001 -0.004
H 2.383163 -3.751796 1.606109 -0.002 -0.008 -0.007
H 1.028670 -5.699664 2.228394 -0.002 -0.002 -0.004
H -1.420147 -5.693398 1.951351 0.001 0.002 0.002
H -2.552465 -3.702180 0.972344 -0.003 0.005 -0.003
H -4.698802 -0.183406 -0.767223 0.001 -0.001 0.004
H -4.932866 2.080411 -1.841259 -0.001 -0.001 0.004
H -2.878591 3.427309 -2.252052 0.007 -0.003 -0.006
H -0.672429 2.503854 -1.562953 0.000 -0.009 -0.002
F 1.053395 1.387111 0.475695 0.101 -0.135 -0.552
As 1.140521 3.089554 1.327216 0.021 -0.037 0.127
F 1.916364 3.591545 -0.119563 -0.024 -0.004 -0.004
F 2.641413 2.533051 1.948667 -0.023 0.013 -0.018
F 1.213997 4.600716 2.078907 -0.009 0.059 0.022
F 0.318167 2.306665 2.617567 -0.007 -0.003 -0.007
F -0.393712 3.388764 0.579045 -0.002 0.034 0.023

=====

Entry 4:
40
Properties=species:S:1:pos:R:3:forces:R:3 method="wB97M-V/def2-TZVPD" energy_ev=-121584.2876 total_charge=-2 gap_ha=0.140
C -2.129305 -0.697152 -2.362028 0.449 -0.124 0.611
C -2.482275 -1.336120 -1.133240 -0.272 0.260 0.103
C -2.935271 -0.325931 -0.242201 0.118 -0.019 -0.586
H -2.495719 -2.412646 -0.916451 0.016 0.480 -0.244
C -2.826160 0.927710 -0.894627 0.296 -0.493 -0.396
C -2.269273 0.706340 -2.195431 -0.717 -0.130 0.792
H -2.069430 1.442909 -2.965563 -0.061 -0.049 0.099
H -1.951879 -1.195527 -3.306595 0.274 0.013 0.019
H -3.382537 -0.494769 0.734986 0.202 0.021 -0.040
H -3.158150 1.866365 -0.449850 0.320 -0.091 -0.218
Ca 0.839680 -0.537180 -1.873890 -0.925 0.243 -0.376
Br 3.022448 -2.294211 -1.764164 0.397 -0.201 -0.375
C 1.646027 0.792468 -4.329211 -0.312 -0.572 -0.232
C 0.613551 1.612107 -4.854849 -0.562 -0.571 -0.340
C -0.362288 0.757337 -5.478852 0.752 0.244 0.266
H 0.585573 2.708595 -4.845208 -0.048 -0.507 0.147
C 0.075201 -0.585586 -5.339817 0.698 0.566 0.141
C 1.333865 -0.573783 -4.659583 -0.354 0.167 0.087
H 1.990689 -1.436727 -4.475377 -0.402 0.457 -0.054
H 2.568897 1.111285 -3.837829 -0.217 0.028 -0.236
H -1.272466 1.086795 -5.999809 0.433 -0.147 0.394
H -0.420421 -1.474188 -5.735203 0.100 0.282 0.171
O 0.448503 0.957089 0.131774 0.684 -1.060 1.568
C 0.844982 -0.019652 0.854852 0.081 -0.137 -2.444
O 1.246811 -1.113812 0.351940 -0.509 0.855 1.306
C 0.876448 0.053099 2.359426 -0.003 0.862 0.226
C 2.087928 -0.014152 3.056413 0.079 0.124 0.758
C 2.078997 0.133460 4.473325 -1.624 -0.311 -1.919
C 0.854796 0.178256 5.171606 -0.395 -0.564 -0.187
C -0.343026 0.210192 4.441014 1.629 -0.492 -1.325
C -0.329050 0.218933 3.027362 0.328 -0.054 0.541
N -1.644840 -0.059572 4.989577 -3.133 -0.100 0.106
O -1.827510 -0.282012 6.196396 0.843 0.411 -1.537
O -2.581569 -0.075321 4.147875 1.588 -0.017 2.253
N 3.275172 0.061964 5.262034 1.596 -0.087 2.138
O 4.413985 0.116396 4.762708 -2.339 -0.125 0.537
O 3.066186 -0.040586 6.498529 1.070 0.153 -1.954
H 2.999057 -0.218495 2.482992 -0.243 0.210 0.434
H 0.879702 -0.002559 6.243402 -0.237 0.423 -0.273
H -1.267329 0.248663 2.473567 0.399 0.052 0.035